No. 1
Formula: C32H39N3O5
Source: OMol25
Level of theory: ωB97M-V with the def2-TZVPD basis set

The geometry in XYZ format:
```
79
Properties=species:S:1:pos:R:3:mulliken_charge:R:1
C -4.541 1.060 3.961 -1.2743
C -3.224 0.551 3.419 -0.0515
O -2.334 1.675 3.149 -0.2708
C -1.340 1.417 2.263 -0.4613
O -1.127 0.317 1.803 -0.5402
C -0.450 2.653 1.972 2.8227
C -0.990 3.761 2.892 -2.1735
C 0.944 2.475 2.586 -0.4991
O 1.652 3.389 3.024 -0.6942
O 1.285 1.218 2.791 -0.2468
C 2.597 1.195 3.381 -0.2275
C 2.922 -0.240 3.629 -1.2469
C -0.014 2.745 0.321 0.3431
C 0.460 1.751 -0.617 -0.2007
C -0.172 0.567 -0.895 -0.0621
N 0.163 -0.337 -1.842 0.3747
C -0.690 -1.506 -2.085 0.2440
C -1.006 -2.315 -0.796 -0.1661
C -1.759 -3.573 -1.057 0.4363
C -3.029 -3.725 -1.577 -0.6718
N -3.289 -5.061 -1.744 -0.0239
C -2.214 -5.814 -1.300 -0.5849
C -1.950 -7.175 -1.344 -0.7599
C -0.690 -7.628 -0.901 -0.4808
C 0.305 -6.721 -0.488 -0.7796
C 0.035 -5.343 -0.443 -0.3148
C -1.220 -4.889 -0.841 0.9318
C 0.125 -2.294 -3.106 0.4113
O -0.046 -3.450 -3.488 -0.7242
N 1.140 -1.466 -3.528 0.3496
C 2.091 -1.905 -4.512 -1.0267
C 1.293 -0.207 -2.811 0.1895
C 2.638 -0.159 -2.084 -1.4434
C 1.136 0.930 -3.830 -1.5416
C 0.641 4.063 0.179 0.1687
C -0.119 5.206 0.487 -0.4211
C 0.491 6.453 0.570 -0.6827
C 1.806 6.606 0.095 -0.6662
C 2.503 5.492 -0.397 -0.7111
C 1.958 4.207 -0.299 -0.4436
H -5.138 0.178 4.208 0.4129
H -4.442 1.655 4.874 0.3167
H -5.085 1.649 3.215 0.3109
H -2.728 -0.087 4.165 0.2765
H -3.382 0.000 2.485 0.2235
H -0.335 4.636 2.889 0.5874
H -2.003 4.141 2.632 0.3237
H -0.989 3.340 3.947 0.3913
H 3.311 1.648 2.680 0.2866
H 2.556 1.774 4.309 0.3222
H 3.921 -0.281 4.067 0.4045
H 2.225 -0.710 4.329 0.3053
H 2.917 -0.817 2.698 0.2800
H -1.119 2.762 0.536 0.4234
H 1.296 1.976 -1.264 -0.0009
H -1.034 0.281 -0.284 0.5756
H -1.634 -1.180 -2.553 0.0576
H -0.041 -2.550 -0.305 0.1670
H -1.577 -1.671 -0.108 0.1655
H -3.724 -2.939 -1.833 0.4558
H -4.143 -5.425 -2.150 0.1916
H -2.705 -7.883 -1.711 0.3490
H -0.450 -8.698 -0.878 0.3509
H 1.298 -7.092 -0.211 0.3629
H 0.783 -4.604 -0.130 0.3548
H 1.788 -2.889 -4.861 0.3732
H 2.136 -1.212 -5.360 0.2894
H 3.094 -1.970 -4.077 0.3205
H 2.764 -1.085 -1.504 0.3515
H 3.431 -0.082 -2.833 0.5142
H 2.708 0.688 -1.402 0.2552
H 0.348 0.667 -4.548 0.4015
H 0.909 1.893 -3.374 0.2216
H 2.076 1.015 -4.384 0.4574
H -1.197 5.109 0.675 0.5182
H -0.094 7.291 0.969 0.3817
H 2.227 7.602 0.039 0.3940
H 3.482 5.602 -0.883 0.3823
H 2.571 3.344 -0.602 0.3646
```

As for the total charge: 0. As for the gap between HOMO and LUMO: 7.7 eV. As for the LUMO energy: 0.530 eV. The calculation puts the HOMO energy at -7.133 eV. The SMILES is CCOC(=O)C(C)(C(=O)OCC)[C@H](/C=C/N1[C@H](Cc2c[nH]c3ccccc23)C(=O)N(C)C1(C)C)c1ccccc1.

No. 2
Formula: C32H40BN4PRuS2Se2
Source: OMol25
Level of theory: ωB97M-V with the def2-TZVPD basis set

The geometry in XYZ format:
```
83
Properties=species:S:1:pos:R:3:mulliken_charge:R:1
Ru 0.033 0.262 0.486 1.9708
C 0.484 3.256 2.435 -2.2143
C 0.353 2.827 0.995 0.2862
C -0.948 2.685 0.453 0.6799
C -2.150 2.860 1.346 -2.6062
C -1.121 2.508 -0.933 0.9158
C -2.503 2.515 -1.536 -2.1993
C 0.003 2.418 -1.775 2.0066
C -0.187 2.186 -3.250 -2.7955
C 1.290 2.554 -1.243 0.9168
C 2.497 2.543 -2.141 -2.0488
C 1.474 2.728 0.141 2.3282
C 2.877 2.847 0.671 -2.5280
H 0.065 2.527 3.128 0.3610
H -0.060 4.192 2.580 0.4752
H 1.515 3.428 2.724 0.4208
H -2.488 3.900 1.328 0.3424
H -1.927 2.604 2.378 0.5299
H -2.980 2.239 1.019 0.5015
H -2.872 1.504 -1.730 0.2651
H -2.499 3.045 -2.487 0.4832
H -3.221 3.017 -0.894 0.5173
H -0.178 3.132 -3.800 0.3937
H -1.125 1.682 -3.460 0.5614
H 0.610 1.567 -3.657 0.5569
H 2.997 1.569 -2.105 0.2285
H 3.224 3.288 -1.823 0.4774
H 2.241 2.758 -3.174 0.5067
H 3.252 3.868 0.548 0.4585
H 3.548 2.179 0.134 0.5493
H 2.934 2.582 1.721 0.1884
Se 2.234 -0.908 -0.461 -0.4773
P 2.882 -1.210 1.600 1.0694
Se 1.697 0.140 2.801 -0.4815
C 2.628 -2.912 2.130 0.0291
C 3.396 -3.414 3.181 -0.5749
C 3.139 -4.682 3.673 -0.6761
C 2.113 -5.444 3.126 -0.6964
C 1.343 -4.939 2.090 -0.4495
C 1.599 -3.673 1.588 0.8123
C 4.653 -0.903 1.715 0.3141
C 5.152 0.228 2.350 -0.4234
C 6.521 0.456 2.374 -0.7305
C 7.385 -0.439 1.763 -0.4409
C 6.887 -1.572 1.129 -0.7420
C 5.524 -1.807 1.104 -0.2988
H 4.192 -2.818 3.612 0.4472
H 3.736 -5.076 4.485 0.4149
H 1.913 -6.434 3.515 0.3976
H 0.531 -5.526 1.678 0.4338
H 0.993 -3.268 0.787 -0.4719
H 4.471 0.916 2.835 0.2583
H 6.913 1.331 2.876 0.4220
H 8.452 -0.260 1.785 0.4053
H 7.563 -2.273 0.658 0.4220
H 5.135 -2.694 0.616 0.4131
C 0.873 -1.785 -3.631 -0.6000
N 0.252 -2.652 -2.645 0.3370
C 0.514 -3.994 -2.513 -0.6678
C -0.233 -4.431 -1.477 -0.7159
N -0.949 -3.365 -0.973 0.5456
B -1.986 -3.669 0.187 0.2877
N -2.945 -2.481 0.485 0.0223
C -4.267 -2.461 0.096 -0.6068
C -4.883 -1.445 0.739 -0.5451
N -3.923 -0.835 1.521 0.3352
C -4.199 0.169 2.535 -0.7139
C -2.750 -1.475 1.341 -0.2487
S -1.255 -1.054 2.119 -0.5051
C -0.635 -2.287 -1.689 -0.7741
S -1.194 -0.656 -1.507 -0.2302
H 1.912 -2.082 -3.755 0.3938
H 0.827 -0.761 -3.273 -0.0732
H 0.351 -1.855 -4.584 0.3106
H 1.194 -4.511 -3.167 0.4949
H -0.337 -5.418 -1.062 0.5642
H -2.674 -4.572 -0.209 -0.2142
H -1.365 -3.952 1.175 -0.0924
H -4.656 -3.190 -0.592 0.5505
H -5.907 -1.115 0.729 0.4956
H -5.040 0.776 2.208 0.3380
H -3.323 0.792 2.673 0.0996
H -4.442 -0.312 3.481 0.3071
```

As for the total charge: +1. The spin multiplicity is 6. As for the gap between HOMO and LUMO (spin up / spin down): 7.9 / 6.5 eV. As for the LUMO energy (spin up / spin down): -1.754 / -4.177 eV. The calculation puts the HOMO energy (spin up / spin down) at -9.664 / -10.652 eV.

| no. | E_tot (eV) |
| --- | --- |
| 1 | -48522.573 |
| 2 | -204702.450 |